No. 1
ORCA calculation (ωB97M-V with the def2-TZVPD basis set) on a cluster of 2 separate species, C3H10N2O2 in total.

DFT total energy: -10349.17401 eV
SMILES string: C[C@@H](N)C(N)=O.O
Spin multiplicity: 1

Cartesian coordinates (Å):
N: 0.48 1.79 1.26
C: 0.06 0.41 1.40
C: 1.23 -0.44 1.89
C: -0.57 -0.15 0.14
N: -0.94 -1.47 0.16
O: -0.82 0.54 -0.83
H: -0.11 2.27 0.60
H: 1.42 1.82 0.88
H: -0.72 0.36 2.15
H: 1.94 -0.64 1.08
H: 0.90 -1.40 2.32
H: 1.72 0.08 2.73
H: -1.29 -1.77 -0.73
H: -0.51 -2.09 0.82
H: -0.16 0.04 -4.11
H: -0.17 0.04 -2.57
O: 0.20 -0.42 -3.35


No. 2
ORCA calculation (ωB97M-V with the def2-TZVPD basis set) on a cluster of 2 separate species, C3H10N2O2 in total.

DFT total energy: -10348.32239 eV
SMILES string: NC(N)=O.CCO
Spin multiplicity: 1

Cartesian coordinates (Å):
C: -0.71 1.09 0.41
C: -1.84 1.14 -0.58
O: -0.53 2.19 1.21
H: -0.42 2.94 0.60
H: -0.83 0.23 1.08
H: 0.38 1.11 -0.34
H: -1.75 2.00 -1.24
H: -1.82 0.23 -1.18
H: -2.78 1.20 -0.03
C: 0.89 -1.82 0.19
N: 1.18 -1.71 -1.15
N: 1.68 -1.03 1.00
O: -0.01 -2.51 0.61
H: 0.87 -2.48 -1.72
H: 2.26 -0.32 0.58
H: 2.04 -1.27 -1.43
H: 1.40 -0.98 1.97


Result set for HOMO-LUMO gap: 10.473 10.362 eV, one per record in the order listed.
Result set for energy above the lowest of the compared OMol25 structures with the same formula, charge and spin: 30.3 112.4 kJ/mol, one per record in the order listed.